Record 1
19
Properties=species:S:1:pos:R:3:forces:R:3:nbo_charge:R:1 method="wB97M-V/def2-TZVPD" homo_lumo_gap_ev=8.6 fmax_ha_per_bohr=0.012 relative_energy_kcal_mol=105.6
C 2.43819 -0.48690 -0.46464 0.3 0.1 -0.1 -0.248
O 1.09925 -0.73196 -0.09926 0.2 0.0 0.0 -0.549
C 0.63114 0.13284 0.91077 0.3 0.2 0.0 -0.059
C 0.02875 1.43092 0.37099 -0.1 0.0 0.1 -0.408
C -1.24510 0.99430 -0.38986 -0.2 0.0 0.0 -0.573
C -1.89482 -0.05021 0.49140 0.0 0.0 -0.6 0.162
C -1.96734 -1.37330 -0.16697 0.0 0.0 0.1 -0.790
H 3.10829 -0.56361 0.41154 -0.2 0.0 -0.2 0.166
H 2.58141 0.50530 -0.93179 -0.1 -0.3 0.2 0.165
H 2.72004 -1.25724 -1.18805 0.0 0.2 0.1 0.195
H 1.38845 0.26744 1.69464 0.1 0.1 -0.2 0.176
H -0.24079 2.06080 1.22677 0.0 -0.1 -0.1 0.220
H 0.71566 2.01166 -0.26315 -0.2 -0.3 0.1 0.210
H -0.96687 0.66247 -1.40609 -0.1 0.0 0.2 0.177
H -1.95761 1.82900 -0.46626 0.2 -0.1 0.0 0.239
H -0.20317 -0.38068 1.38745 -0.1 -0.3 0.4 0.202
H -2.90550 -1.21551 -0.73892 0.0 -0.1 0.0 0.272
H -1.18032 -1.62621 -0.89878 -0.2 0.2 0.2 0.218
H -2.14963 -2.20909 0.52022 0.0 0.2 -0.2 0.224

=====

Record 2
11
Properties=species:S:1:pos:R:3:forces:R:3:nbo_charge:R:1 method="wB97M-V/def2-TZVPD" homo_lumo_gap_ev=10.6 smiles=C[SiH2]OP(Cl)Cl fmax_ha_per_bohr=0.070 relative_energy_kcal_mol=4.2
C -1.57052 -0.66667 -0.27196 3.1 0.3 0.8 -1.109
O 0.84076 0.77303 -0.25120 3.0 -0.4 -2.0 -1.209
Si -0.62074 0.86130 0.35442 -2.6 -0.5 1.3 1.452
P 2.24896 0.12858 -0.72669 -0.9 1.6 -0.9 1.147
Cl 1.97472 -1.80421 -0.33760 -0.2 -1.5 0.4 -0.296
Cl 3.38537 0.66135 0.84801 0.6 0.2 0.8 -0.300
H -0.83113 -1.47819 0.02089 -1.1 0.6 -0.2 0.240
H -1.32392 -0.46773 -1.31952 -1.0 -0.5 -0.4 0.232
H -2.56408 -0.89952 0.06425 -0.4 0.1 -0.4 0.253
H -1.27284 2.11270 -0.17121 0.3 -0.3 0.4 -0.198
H -0.26658 0.77936 1.79062 -0.6 0.4 0.2 -0.210

=====

Record 3
9
Properties=species:S:1:pos:R:3:forces:R:3:nbo_charge:R:1 method="wB97M-V/def2-TZVPD" homo_lumo_gap_ev=9.8 fmax_ha_per_bohr=0.042 relative_energy_kcal_mol=89.0
C -2.05784 0.14793 0.61159 0.4 0.3 0.4 0.343
C 1.13909 -0.79440 0.17992 -0.5 -1.2 0.0 -0.393
C -0.83632 0.58147 -0.17942 0.1 0.8 1.0 -0.146
C 0.54999 0.38087 0.21974 -0.2 0.9 -1.4 -0.237
O -1.63557 -0.60595 -0.32393 -0.5 -0.4 -1.1 -0.412
H -0.89739 1.44466 -0.83455 -0.9 -0.5 -0.6 0.199
H 1.07087 1.32713 0.05346 0.4 -0.2 1.2 0.211
H 0.46480 -1.66102 -0.15586 1.6 0.9 1.1 0.218
H 2.20236 -0.82069 0.42904 -0.4 -0.7 -0.4 0.217